Computed, not measured: the molecule C3H8O2 in a non-equilibrium geometry, with ωB97M-V/def2-TZVPD.

Properties
SMILES string: OCCCO
Calculated total energy, eV: -7333.661
Total charge: 0
LUMO energy, eV: 0.59
Spin multiplicity: 1
Energy relative to the best compared isomer or geometry (same formula, charge and spin), kJ/mol: 230.5
M, g mol⁻¹: 76.09

Last column: natural (NBO) charge in e.
Atoms and positions in Å:
O  0.3511  1.1841  1.2468  -0.78
C  0.5091  1.0491  -0.4563  -0.02
C  0.0967  -0.2928  -1.0261  -0.51
C  -0.5395  -1.1924  0.1916  -0.01
O  0.2692  -1.2196  1.2968  -0.78
H  -0.5585  1.3906  1.5378  0.48
H  1.5768  1.2560  -0.4574  0.21
H  -0.0941  1.9001  -0.7641  0.20
H  0.9489  -0.8631  -1.4237  0.22
H  -0.6940  -0.2128  -1.7930  0.22
H  -1.5130  -0.7016  0.3899  0.12
H  -0.7276  -2.1797  -0.2649  0.17
H  0.3748  -0.1180  1.5227  0.49